Entry 1:
Formula: C5H11N
Source: the OMol25 dataset
Level of theory: ωB97M-V with the def2-TZVPD basis set

Geometry (Å):
C  1.6121  0.0672  -0.6670
C  0.9754  -0.7761  0.1475
N  1.5494  -1.8689  0.7800
C  -0.4802  -0.5790  0.5226
C  -1.0495  0.8295  0.5497
C  -1.3300  1.4196  -0.8514
H  1.1114  0.9743  -0.9419
H  2.6562  -0.0558  -0.9168
H  0.9296  -2.5581  1.1683
H  2.3592  -2.2345  0.3060
H  -0.6362  -1.0273  1.5114
H  -1.0902  -1.1686  -0.1631
H  -0.3906  1.4639  1.1357
H  -2.0184  0.7990  1.0348
H  -2.3992  1.5942  -0.9731
H  -0.9836  0.7549  -1.6342
H  -0.8154  2.3657  -1.0086

As for the spin multiplicity: 1. The calculation puts the HOMO energy at -8.08 eV. As for the charge: 0. The structure (SMILES) is C=C(N)CCC.

=====

Entry 2:
Formula: C4H6N2OS
Source: the OMol25 dataset
Level of theory: ωB97M-V with the def2-TZVPD basis set

Geometry (Å):
H  -3.0931  -0.0883  1.0454
N  -2.5190  -0.6704  0.4412
C  -2.2444  -0.1990  -0.6608
O  -2.3653  0.8359  -1.4868
C  -1.5572  -0.3092  -1.9251
C  -0.0979  -0.0934  -1.9560
N  0.4605  0.0841  -0.8319
S  2.0175  0.3431  -0.4612
C  1.7574  0.3507  1.3428
H  -2.0052  -0.8556  -2.7475
H  0.3990  -0.0921  -2.9265
H  2.6865  0.0675  1.8235
H  0.9761  -0.3730  1.5476
H  1.4500  1.3413  1.6623

As for the spin multiplicity: 1. The calculation puts the HOMO energy at -8.77 eV. As for the charge: 0. The structure (SMILES) is [H]/N=C1\O[C@H]1/C=N/SC.

=====

Entry 3:
Formula: C6H11N
Source: the OMol25 dataset
Level of theory: ωB97M-V with the def2-TZVPD basis set

Geometry (Å):
C  -0.1453  1.2064  -1.5587
C  0.6003  0.8975  -0.2599
C  -0.0798  -0.3208  0.4753
C  0.4960  -0.4291  1.8963
C  0.1103  -1.6360  -0.3078
C  -1.5483  -0.0726  0.5694
N  -2.4424  0.4735  0.0106
H  0.3606  1.8989  -2.3363
H  -1.3715  2.3446  -1.3219
H  -0.6700  0.6068  -2.3106
H  0.6416  1.7611  0.4194
H  1.6306  0.5887  -0.4903
H  0.3053  0.4849  2.4716
H  0.0411  -1.2782  2.4187
H  1.5780  -0.5914  1.8260
H  -0.3894  -2.4665  0.2062
H  -0.3011  -1.6195  -1.3217
H  1.1840  -1.8484  -0.3865

As for the spin multiplicity: 1. The calculation puts the HOMO energy at -9.88 eV. As for the charge: 0.

=====

Energy relative to the best compared isomer or geometry (same formula, charge and spin)? In order: 13.3, 90.3, 79.2 kcal/mol.